(1)
Computed, not measured: the molecule C5H7N, with ωB97M-V/def2-TZVPD.

The geometry in XYZ format:
```
13
Properties=species:S:1:pos:R:3
C 0.6936 2.0071 1.8472
C 0.1922 1.0752 0.9561
C -0.0282 0.4986 -0.1836
C 0.2142 -0.8381 -0.6836
C -0.9992 -1.5495 -1.2058
N 0.0092 -1.0896 -2.1249
H 0.3712 0.4837 1.9605
H 0.2216 2.1573 2.8141
H 1.6047 2.5708 1.6440
H 1.0097 -1.4554 -0.2614
H -1.9459 -1.0184 -1.1422
H -1.0533 -2.6267 -1.0689
H -0.2899 -0.2151 -2.5515
```

Energy relative to the best compared isomer or geometry (same formula, charge and spin), kcal per mole: 144.8
E_tot, a.u.: -249.24247

=====

(2)
Computed, not measured: a structure of composition C5H7N at a distorted geometry, with ωB97M-V/def2-TZVPD.

The geometry in XYZ format:
```
13
Properties=species:S:1:pos:R:3
C 0.3016 -0.8111 0.6347
C -0.6172 -0.6692 -0.3611
C 0.2959 0.6475 0.7510
C 0.7346 1.2748 -0.7083
C 0.1165 0.3000 -1.4505
H 1.1862 -1.5445 0.4602
H -0.2765 -1.4856 1.4621
H -1.4700 -1.3066 -0.6867
H -1.5030 0.3625 1.4105
H 0.6178 1.1898 1.6983
H 1.6317 1.7411 -1.1286
H -0.0216 -0.2136 -2.4793
N -0.9961 0.5150 0.3978
```

Energy relative to the best compared isomer or geometry (same formula, charge and spin), kcal per mole: 145.8
E_tot, a.u.: -249.24086